84
Properties=species:S:1:pos:R:3:lowdin_charge:R:1 method="wB97M-V/def2-TZVPD" e_above_lowest_kj_mol=0.00 orbital_gap_ev="7.0 / 5.0" charge=+1 multiplicity=2
Fe 0.2545 1.2123 -0.4314 0.42
S -1.8896 5.0472 0.1921 1.01
C -0.4911 5.1553 1.1788 -0.41
C 0.2954 4.0475 1.0827 -0.21
C -0.2068 3.0393 0.1948 -0.27
C -1.3812 3.4845 -0.3600 -0.58
C -1.9974 2.7169 -1.4253 -0.28
C -3.1910 3.0422 -2.0623 -0.01
C -3.6318 2.2599 -3.1103 -0.05
C -2.8668 1.1720 -3.5029 -0.05
C -1.6984 0.9071 -2.8147 -0.09
N -1.2582 1.6498 -1.7991 0.06
H -0.3311 6.0347 1.7838 0.07
H 1.2099 3.9558 1.6573 0.09
H -3.7562 3.9026 -1.7296 0.11
H -4.5578 2.4954 -3.6181 0.11
H -3.1676 0.5326 -4.3200 0.11
H -1.0824 0.0632 -3.0882 0.10
N -1.0521 -0.3239 3.1801 0.18
C -2.4162 -0.5598 3.2993 -0.22
C -2.8705 -1.8211 3.6746 0.00
C -4.2248 -2.0693 3.7022 -0.03
C -5.1444 -1.0721 3.3579 -0.04
C -4.7050 0.1801 3.0001 -0.07
C -3.3329 0.4486 2.9774 -0.41
S -2.7734 2.0230 2.5619 1.21
N -1.1672 1.9349 2.5674 -0.18
C -0.5202 0.8182 2.7059 -0.33
C 0.9659 0.8644 2.5402 -0.20
C 1.7474 0.7486 3.6760 0.01
C 3.1136 0.9851 3.5809 -0.03
C 3.6170 1.3674 2.3519 -0.01
C 2.7574 1.4272 1.2623 -0.09
N 1.4581 1.1341 1.3269 0.08
H -0.4503 -1.1389 3.1935 0.15
H -2.1560 -2.5998 3.9126 0.13
H -4.5795 -3.0515 3.9825 0.12
H -6.2033 -1.2881 3.3716 0.12
H -5.4066 0.9587 2.7294 0.12
H 1.2829 0.5241 4.6274 0.13
H 3.7499 0.9068 4.4517 0.12
H 4.6602 1.6151 2.2165 0.12
H 3.1239 1.7332 0.2940 0.10
Br 0.9704 -6.0709 2.1433 0.76
C 0.1001 -4.4653 1.6540 -0.71
C 0.8319 -3.2891 1.5822 -0.11
C 0.1877 -2.1162 1.2109 -0.07
C -1.1734 -2.1012 0.9216 -0.15
C -1.8833 -3.2953 1.0022 -0.03
C -1.2556 -4.4793 1.3622 -0.12
C -1.9338 -0.8194 0.5851 -0.59
O -3.1424 -0.9228 0.3999 0.06
O -1.2833 0.2808 0.6091 -0.12
H 1.8911 -3.2943 1.8045 0.10
H 0.7546 -1.1985 1.1272 0.09
H -2.9420 -3.2706 0.7793 0.13
H -1.8122 -5.4048 1.4206 0.11
C -0.1303 -3.8905 -2.1713 -0.01
N 0.6239 -2.7234 -2.6331 -0.16
C 1.8330 -2.9605 -3.4216 -0.02
C 0.5276 -1.6124 -1.9330 -0.20
N 0.4277 -0.6199 -1.3558 0.20
H -0.3279 -4.5303 -3.0292 0.10
H -1.0775 -3.5645 -1.7453 0.09
H 0.4275 -4.4562 -1.4182 0.09
H 1.5648 -3.5692 -4.2839 0.09
H 2.5946 -3.4813 -2.8368 0.10
H 2.2364 -2.0116 -3.7653 0.09
N 0.8847 3.8005 -2.4613 0.15
C 1.7656 2.8069 -2.5616 -0.64
N 1.8458 1.7884 -1.7338 0.04
C 2.9409 0.9788 -2.0854 -0.30
C 3.4191 -0.1335 -1.3902 -0.07
C 4.5509 -0.7905 -1.8416 -0.08
C 5.2177 -0.3778 -2.9934 -0.09
C 4.7622 0.7230 -3.6975 -0.08
C 3.6416 1.3900 -3.2246 -0.47
S 2.9251 2.8375 -3.8686 1.12
H 0.2468 3.8113 -1.6705 0.06
H 0.8628 4.5402 -3.1386 0.11
H 2.9065 -0.4855 -0.5077 0.09
H 4.9197 -1.6454 -1.2888 0.11
H 6.0973 -0.9079 -3.3325 0.11
H 5.2773 1.0678 -4.5842 0.11

***

79
Properties=species:S:1:pos:R:3:lowdin_charge:R:1 method="wB97M-V/def2-TZVPD" e_above_lowest_kj_mol=42.56 orbital_gap_ev=4.6 charge=-1
Rb -0.3355 -0.3358 0.1749 0.79
C 0.4137 -2.6814 3.2614 -0.03
C 0.2950 -3.0601 1.8123 -0.32
C -0.9294 -3.4025 1.2479 -0.09
C -1.0388 -3.6957 -0.1076 -0.11
C 0.0848 -3.6547 -0.9200 -0.11
C 1.3171 -3.3231 -0.3650 -0.11
C 1.4193 -3.0275 0.9853 -0.08
H 0.8053 -1.6645 3.3428 0.07
H 1.1035 -3.3484 3.7818 0.08
H -0.5532 -2.7257 3.7616 0.08
H -1.8166 -3.4092 1.8706 0.12
H -2.0055 -3.9380 -0.5305 0.11
H 0.0022 -3.8723 -1.9772 0.10
H 2.1999 -3.2903 -0.9924 0.10
H 2.3735 -2.7362 1.4086 0.12
O 3.2403 1.1518 3.3426 -0.03
C 2.0782 1.0862 2.9400 -0.79
O 1.6032 0.3452 2.0248 -0.26
C 1.0378 2.0301 3.5979 -0.28
P -0.6152 1.7584 2.8661 1.04
C -0.5114 2.7563 1.3133 -0.38
C 0.6880 3.0031 0.6426 -0.10
C 0.6956 3.7189 -0.5491 -0.08
C -0.4874 4.1930 -1.0964 -0.10
C -1.6866 3.9389 -0.4478 -0.08
C -1.6954 3.2269 0.7421 -0.09
C -1.6943 2.8915 3.8363 -0.38
C -1.2802 4.1036 4.3867 -0.09
C -2.1704 4.9060 5.0843 -0.09
C -3.4954 4.5152 5.2326 -0.10
C -3.9226 3.3142 4.6883 -0.09
C -3.0237 2.5058 4.0042 -0.12
H 1.3896 3.0589 3.4930 0.08
H 0.9758 1.8099 4.6663 0.09
H 1.6252 2.6363 1.0377 0.10
H 1.6392 3.9036 -1.0503 0.10
H -0.4767 4.7510 -2.0252 0.10
H -2.6236 4.2846 -0.8678 0.11
H -2.6419 3.0375 1.2307 0.08
H -0.2547 4.4308 4.2676 0.10
H -1.8310 5.8435 5.5078 0.10
H -4.1916 5.1466 5.7708 0.09
H -4.9543 3.0034 4.7960 0.10
H -3.3556 1.5610 3.5872 0.09
Br 4.5442 0.9165 -5.6511 0.75
C 3.3067 0.7329 -4.2303 -0.68
C 3.6952 0.1347 -3.0469 -0.10
C 2.7343 0.0116 -2.0556 -0.11
N 1.4867 0.4431 -2.1866 0.09
C 1.1314 1.0429 -3.3205 -0.21
C 2.0163 1.1986 -4.3889 -0.06
C -0.2692 1.5550 -3.4005 -0.23
C -0.6029 2.5901 -4.2678 -0.08
C -1.9229 3.0153 -4.2708 -0.67
Br -2.4214 4.4367 -5.4219 0.74
C -2.8520 2.4361 -3.4356 -0.08
C -2.4048 1.4266 -2.5892 -0.08
N -1.1512 0.9886 -2.5808 0.11
H 4.7031 -0.2241 -2.8982 0.10
H 2.9833 -0.4420 -1.1012 0.12
H 1.7081 1.6486 -5.3201 0.10
H 0.1296 3.0756 -4.8944 0.10
H -3.8861 2.7541 -3.4131 0.10
H -3.0936 0.9591 -1.8970 0.09
Cl -7.0293 2.8995 -2.9239 0.55
C -6.1133 1.8927 -1.8134 -0.74
C -5.8872 0.5510 -2.1080 -0.16
C -5.1303 -0.2277 -1.2619 -0.10
C -4.4983 0.2991 -0.0806 -0.40
C -3.5639 -0.4178 0.6447 -0.13
C -4.8845 1.6472 0.2366 -0.09
C -5.6352 2.4227 -0.6165 -0.15
H -6.3122 0.1282 -3.0109 0.09
H -4.9492 -1.2672 -1.5164 0.10
H -3.1097 -0.0405 1.5534 -0.01
H -3.3753 -1.4593 0.4021 0.00
H -4.5436 2.0697 1.1758 0.08
H -5.8727 3.4488 -0.3594 0.09

***

85
Properties=species:S:1:pos:R:3:lowdin_charge:R:1 method="wB97M-V/def2-TZVPD" e_above_lowest_kj_mol=0.00 orbital_gap_ev=5.8 charge=-2
Cs 0.1452 -0.3078 0.4418 0.99
C 1.1305 3.8298 3.8143 -0.06
C 0.2959 2.9693 2.9060 -0.31
N 0.3304 3.0187 1.6259 0.03
N 1.1584 3.9465 1.0767 -0.04
C 1.1754 3.9175 -0.2462 -0.97
N 1.9649 4.9265 -0.7859 0.02
S 0.4012 2.8736 -1.3535 0.47
C -0.5803 1.9352 3.5130 -0.24
C -0.4379 1.5804 4.8592 -0.03
C -1.2324 0.5811 5.3895 -0.08
C -2.1632 -0.0449 4.5767 -0.08
C -2.2386 0.3722 3.2556 -0.16
N -1.4862 1.3306 2.7351 0.08
H 1.4936 4.6858 3.2522 0.05
H 1.9980 3.2725 4.1830 0.08
H 0.5562 4.1706 4.6797 0.06
H 2.6526 5.2963 -0.1466 0.07
H 2.2677 4.7452 -1.7286 0.04
H 0.3173 2.0563 5.4682 0.10
H -1.1087 0.2791 6.4231 0.10
H -2.7920 -0.8480 4.9382 0.09
H -2.9397 -0.0958 2.5696 0.10
O 3.5678 -1.4070 3.3350 -0.36
Cl 2.3822 -1.0876 2.5800 0.56
O 1.2009 -1.4751 3.3226 -0.39
O 2.3955 -1.7955 1.3094 -0.51
O 2.3238 0.3347 2.3074 -0.46
I -0.1746 -1.8959 -2.9295 1.13
C 1.4703 -2.9928 -3.6916 -0.58
C 1.0862 -4.2511 -4.0835 -0.20
C 1.9776 -5.1729 -4.6619 -0.10
C 3.2667 -4.8038 -4.8679 -0.07
C 3.7186 -3.5193 -4.4774 -0.17
C 5.0710 -3.1972 -4.7401 -0.06
C 5.5800 -1.9869 -4.3902 -0.08
C 4.7491 -1.0717 -3.7258 -0.11
C 3.4343 -1.3284 -3.4247 -0.28
P 2.5774 -0.0061 -2.4154 1.01
C 3.8574 0.4043 -1.1743 -0.39
C 4.7686 -0.5249 -0.6788 -0.10
C 5.5551 -0.2236 0.4228 -0.09
C 5.4372 1.0066 1.0518 -0.10
C 4.5196 1.9331 0.5793 -0.08
C 3.7307 1.6329 -0.5189 -0.11
C 2.7288 1.3598 -3.6417 -0.38
C 3.8017 2.2392 -3.7443 -0.10
C 3.8055 3.2404 -4.7070 -0.10
C 2.7395 3.3697 -5.5856 -0.11
C 1.6639 2.4969 -5.4894 -0.09
C 1.6555 1.5090 -4.5187 -0.12
C 2.8464 -2.5789 -3.8393 -0.16
H 0.0529 -4.5409 -3.9479 0.06
H 1.6240 -6.1566 -4.9460 0.10
H 3.9782 -5.4792 -5.3297 0.10
H 5.6874 -3.9438 -5.2291 0.10
H 6.6128 -1.7326 -4.5953 0.10
H 5.1760 -0.1286 -3.4104 0.10
H 4.8474 -1.5047 -1.1346 0.10
H 6.2268 -0.9740 0.8203 0.10
H 6.0194 1.2193 1.9398 0.10
H 4.3693 2.8732 1.0959 0.10
H 2.9697 2.3329 -0.8460 0.04
H 4.6306 2.1612 -3.0516 0.10
H 4.6435 3.9258 -4.7649 0.09
H 2.7382 4.1577 -6.3294 0.09
H 0.8136 2.6054 -6.1515 0.10
H 0.7937 0.8590 -4.4159 0.07
C -3.6294 -2.8690 2.1052 -0.04
C -3.0599 -2.3633 0.7785 -0.43
O -1.8545 -2.4763 0.6155 -0.08
C -3.9759 -1.8081 -0.2200 -0.10
C -5.3570 -2.0289 -0.0717 -0.08
C -6.2872 -1.6246 -0.9998 -0.15
C -5.8238 -0.9497 -2.1468 -0.13
C -4.4957 -0.6918 -2.3274 -0.03
C -3.4832 -1.0806 -1.3724 -0.41
O -2.2807 -0.7607 -1.5635 -0.32
H -2.7916 -3.0039 2.7862 0.08
H -4.1232 -3.8331 1.9601 0.08
H -4.3576 -2.1815 2.5376 0.07
H -5.7056 -2.5618 0.8056 0.09
H -7.3417 -1.8228 -0.8543 0.07
H -6.5366 -0.6216 -2.8981 0.09
H -4.1389 -0.1581 -3.2006 0.10

***

For each record above, in turn, the calculated electronic energy values are -7087.320460; -7701.024101; -3655.159430 hartree.